Entry 1:
8
Properties=species:S:1:pos:R:3:nbo_charge:R:1 method="wB97M-V/def2-TZVPD" gap_ev=9.222 lumo_energy_ev=-0.32 relative_energy_kcal_mol=33.3 mol_weight_g_mol=116.6 homo_ev=-9.55 total_energy_ev=-26918.0177
C -1.206 -0.199 0.015 0.43
F -1.598 -1.293 -0.663 -0.35
F -1.464 -0.464 1.413 -0.38
Si 1.373 0.190 -0.072 0.80
Cl -2.129 1.152 -0.626 -0.04
H 1.744 0.058 1.405 -0.13
H 1.560 1.490 -0.701 -0.15
H 1.719 -0.935 -0.771 -0.18



Entry 2:
119
Properties=species:S:1:pos:R:3:lowdin_spin:R:1 method="wB97M-V/def2-TZVPD" gap_ev="7.826 / 7.744" multiplicity=6 lumo_energy_ev="0.07 / -0.03" relative_energy_kcal_mol=0.0 mol_weight_g_mol=859.0 homo_ev="-7.75 / -7.78" total_energy_ev=-102016.9964
Mn -1.030 -0.872 -1.272 4.66
C 3.520 2.184 -2.855 0.00
C 3.300 1.358 -1.579 0.00
C 4.114 1.969 -0.433 0.00
C 3.652 -0.104 -1.813 0.00
C 4.997 -0.424 -1.897 0.00
C 5.409 -1.726 -2.114 0.00
C 4.454 -2.703 -2.268 0.00
C 3.079 -2.441 -2.208 0.00
C 2.250 -3.695 -2.502 0.00
C 0.763 -3.534 -2.726 0.01
C 2.529 -4.840 -1.490 0.00
C 2.661 -1.116 -1.969 0.00
N 1.303 -0.656 -1.810 0.04
C 0.845 0.020 -2.892 0.01
O 1.258 -0.069 -4.042 0.00
C -0.223 1.067 -2.576 0.01
C -0.655 1.910 -3.581 0.01
C -1.431 3.003 -3.236 0.00
C -1.704 3.233 -1.899 0.01
C -1.235 2.344 -0.937 0.01
N -0.522 1.266 -1.273 0.04
C -1.469 2.716 0.524 0.00
O -2.016 3.823 0.709 0.00
N -1.060 1.852 1.436 0.00
C -1.057 2.292 2.778 0.00
C -2.063 1.928 3.704 0.00
C -1.899 2.247 5.051 0.00
C -0.782 2.911 5.520 0.00
C 0.188 3.303 4.616 0.00
C 0.072 3.013 3.261 0.00
C 1.158 3.509 2.323 0.00
C 2.553 3.436 2.953 0.00
C 0.865 4.949 1.876 0.00
C -3.364 1.230 3.336 0.00
C -4.257 2.153 2.497 0.00
C -3.152 -0.143 2.687 0.00
H 3.189 3.215 -2.702 0.00
H 4.582 2.198 -3.113 0.00
H 2.971 1.761 -3.693 0.00
H 2.246 1.437 -1.311 0.00
H 5.149 2.140 -0.732 0.00
H 3.692 2.935 -0.155 0.00
H 4.127 1.321 0.450 0.00
H 5.741 0.360 -1.810 0.00
H 6.462 -1.971 -2.177 0.00
H 4.770 -3.721 -2.473 0.00
H 2.641 -4.030 -3.466 0.00
H 0.226 -3.178 -1.847 0.01
H 0.584 -2.844 -3.540 0.00
H 0.333 -4.501 -3.000 0.00
H 1.616 -5.120 -0.959 0.00
H 2.892 -5.734 -1.999 0.00
H 3.282 -4.559 -0.755 0.00
H -0.358 1.699 -4.599 0.00
H -1.799 3.678 -3.997 0.00
H -2.260 4.092 -1.555 0.00
H -2.674 1.954 5.751 0.00
H -0.678 3.136 6.575 0.00
H 1.050 3.852 4.975 0.00
H 1.140 2.884 1.426 0.00
H 2.665 4.182 3.742 0.00
H 2.756 2.453 3.391 0.00
H 3.319 3.643 2.207 0.00
H 0.902 5.625 2.735 0.00
H 1.604 5.280 1.139 0.00
H -0.126 5.014 1.431 0.00
H -3.892 1.047 4.275 0.00
H -3.716 2.583 1.655 0.00
H -5.133 1.612 2.129 0.00
H -4.604 2.986 3.112 0.00
H -2.456 -0.062 1.854 0.00
H -2.759 -0.857 3.419 0.00
H -4.099 -0.542 2.315 0.00
N 0.160 -0.696 3.387 0.00
C 1.026 -1.866 3.466 0.00
C 2.365 -1.532 2.798 0.00
C 2.252 -1.320 1.285 0.00
N 1.584 -0.027 0.903 0.00
C 1.548 -2.521 0.654 0.00
C 0.198 -2.907 1.263 0.00
N -0.891 -2.006 0.803 0.03
C 0.340 -3.050 2.785 0.00
H 0.588 0.102 3.852 0.00
H -0.714 -0.848 3.878 0.00
H 0.733 0.159 1.460 0.00
H 1.228 -2.152 4.506 0.00
H 3.049 -2.366 2.962 0.00
H 2.801 -0.650 3.279 0.00
H 3.255 -1.261 0.861 0.00
H 1.363 -0.027 -0.141 0.00
H 2.204 0.768 1.060 0.00
H 2.215 -3.375 0.769 0.00
H 1.425 -2.344 -0.409 0.00
H -0.051 -3.896 0.875 0.00
H -0.957 -1.207 1.437 0.00
H -1.784 -2.482 0.873 0.00
H 0.938 -3.945 2.981 0.00
H -0.640 -3.220 3.243 0.00
F -1.719 -3.037 -6.421 0.00
C -2.231 -2.756 -5.208 0.00
C -1.501 -1.991 -4.321 0.01
C -2.028 -1.633 -3.080 0.03
C -3.372 -1.993 -2.819 0.01
C -4.011 -2.876 -3.688 0.00
F -5.230 -3.389 -3.382 0.00
C -3.468 -3.276 -4.887 0.01
C -4.098 -1.187 -1.810 0.01
C -5.491 -1.105 -1.763 0.00
C -6.099 -0.101 -1.031 0.00
C -5.311 0.820 -0.362 0.00
C -3.942 0.632 -0.395 0.01
N -3.344 -0.353 -1.065 0.04
H -0.525 -1.645 -4.642 0.00
H -4.001 -3.942 -5.550 0.00
H -6.098 -1.795 -2.325 0.00
H -7.179 -0.026 -1.010 0.00
H -5.732 1.653 0.182 0.00
H -3.298 1.309 0.148 0.00



Entry 3:
36
Properties=species:S:1:pos:R:3:nbo_charge:R:1 method="wB97M-V/def2-TZVPD" gap_ev=9.456 lumo_energy_ev=0.70 relative_energy_kcal_mol=17.6 mol_weight_g_mol=272.3 homo_ev=-8.75 total_energy_ev=-24937.9932
O -0.342 0.807 -0.488 -0.66
C -0.930 0.341 0.470 0.68
C -1.682 -0.980 0.412 -0.50
C -0.860 -2.038 -0.338 -0.22
N -0.660 -1.672 -1.714 -0.62
C -1.189 -2.386 -2.732 0.62
O -1.773 -3.446 -2.585 -0.63
C -0.971 -1.786 -4.060 0.16
C -1.338 -2.249 -5.298 -0.24
C -0.888 -1.287 -6.227 -0.32
C -0.283 -0.313 -5.491 0.11
O -0.327 -0.602 -4.185 -0.39
N -0.983 0.969 1.663 -0.60
C -0.272 2.205 1.930 -0.27
C 0.895 1.967 2.853 0.05
C 0.930 2.515 4.127 -0.25
C 2.001 2.262 4.968 -0.20
C 3.040 1.452 4.545 -0.22
C 3.009 0.898 3.275 -0.19
C 1.942 1.154 2.434 -0.24
H -2.617 -0.814 -0.127 0.24
H -1.916 -1.339 1.414 0.21
H 0.113 -2.161 0.153 0.19
H -1.385 -2.997 -0.335 0.24
H -0.291 -0.742 -1.873 0.44
H -1.861 -3.162 -5.496 0.24
H -0.999 -1.316 -7.291 0.23
H 0.198 0.603 -5.774 0.20
H -1.426 0.519 2.448 0.40
H -0.964 2.934 2.362 0.20
H 0.077 2.569 0.960 0.25
H 0.120 3.148 4.461 0.21
H 2.022 2.697 5.956 0.21
H 3.874 1.254 5.202 0.21
H 3.819 0.267 2.941 0.21
H 1.916 0.730 1.441 0.22



Entry 4:
25
Properties=species:S:1:pos:R:3:nbo_charge:R:1 method="wB97M-V/def2-TZVPD" gap_ev=8.079 lumo_energy_ev=-3.70 charge=+1 relative_energy_kcal_mol=41.7 mol_weight_g_mol=194.3 homo_ev=-11.78 total_energy_ev=-24824.4857
C -1.359 -1.112 -2.028 -0.24
C -0.450 -1.318 -0.979 -0.23
C -1.876 2.140 0.448 -0.06
C -0.576 2.149 0.847 -0.11
C -1.034 -0.038 -2.801 -0.36
C -1.540 0.244 1.348 0.18
C 0.576 -0.397 -0.977 -0.31
C 0.867 0.422 1.831 -0.12
C 1.668 -0.269 -0.061 -0.13
N -2.457 0.947 0.774 -0.42
N -0.343 0.930 1.449 -0.39
N 2.287 -1.552 0.386 -0.68
S 0.386 0.750 -2.276 0.51
H -2.223 -1.727 -2.200 0.25
H -0.551 -2.126 -0.273 0.21
H -2.439 2.904 -0.049 0.23
H 0.184 2.898 0.759 0.23
H -1.550 0.333 -3.665 0.26
H -1.690 -0.733 1.761 0.20
H 0.815 -0.482 2.420 0.20
H 1.615 1.148 2.107 0.23
H 2.412 0.476 -0.302 0.24
H 2.884 -1.394 1.209 0.44
H 2.858 -1.980 -0.359 0.44
H 1.535 -2.211 0.632 0.44



What did the third record say?
36
Properties=species:S:1:pos:R:3:nbo_charge:R:1 method="wB97M-V/def2-TZVPD" gap_ev=9.456 lumo_energy_ev=0.70 relative_energy_kcal_mol=17.6 mol_weight_g_mol=272.3 homo_ev=-8.75 total_energy_ev=-24937.9932
O -0.342 0.807 -0.488 -0.66
C -0.930 0.341 0.470 0.68
C -1.682 -0.980 0.412 -0.50
C -0.860 -2.038 -0.338 -0.22
N -0.660 -1.672 -1.714 -0.62
C -1.189 -2.386 -2.732 0.62
O -1.773 -3.446 -2.585 -0.63
C -0.971 -1.786 -4.060 0.16
C -1.338 -2.249 -5.298 -0.24
C -0.888 -1.287 -6.227 -0.32
C -0.283 -0.313 -5.491 0.11
O -0.327 -0.602 -4.185 -0.39
N -0.983 0.969 1.663 -0.60
C -0.272 2.205 1.930 -0.27
C 0.895 1.967 2.853 0.05
C 0.930 2.515 4.127 -0.25
C 2.001 2.262 4.968 -0.20
C 3.040 1.452 4.545 -0.22
C 3.009 0.898 3.275 -0.19
C 1.942 1.154 2.434 -0.24
H -2.617 -0.814 -0.127 0.24
H -1.916 -1.339 1.414 0.21
H 0.113 -2.161 0.153 0.19
H -1.385 -2.997 -0.335 0.24
H -0.291 -0.742 -1.873 0.44
H -1.861 -3.162 -5.496 0.24
H -0.999 -1.316 -7.291 0.23
H 0.198 0.603 -5.774 0.20
H -1.426 0.519 2.448 0.40
H -0.964 2.934 2.362 0.20
H 0.077 2.569 0.960 0.25
H 0.120 3.148 4.461 0.21
H 2.022 2.697 5.956 0.21
H 3.874 1.254 5.202 0.21
H 3.819 0.267 2.941 0.21
H 1.916 0.730 1.441 0.22